Record 1
The following is a DFT calculation (ωB97M-V/def2-TZVPD) of 11 unconnected molecules or ions with the total composition C42H69F8O36P3 at a distorted geometry.

## Properties
Expectation value of S²: 0.762
Net charge: +1
2S+1: 2
E_HOMO (spin up / spin down), eV: -11.91 / -11.91

Geometry (Å):
C (-6.41854, 17.02634, -11.17297)
C (-6.10798, 18.48635, -11.28183)
O (-4.79151, 18.47789, -10.76724)
C (-4.77495, 17.50615, -9.77201)
O (-4.15490, 17.55333, -8.74403)
O (-5.89585, 16.69958, -9.90642)
F (-6.94882, 19.08334, -10.46112)
H (-5.88333, 16.36730, -11.85656)
H (-7.49324, 16.85878, -11.10172)
H (-6.15767, 18.86970, -12.30098)
C (-4.80886, 18.61003, -2.73341)
C (-6.15751, 18.00421, -3.26096)
O (-6.63018, 17.58731, -2.06850)
C (-5.58374, 17.12182, -1.37924)
O (-5.63088, 16.49119, -0.32808)
O (-4.46621, 17.47011, -1.97979)
F (-5.92659, 16.97061, -4.09561)
H (-4.85192, 19.52238, -2.13854)
H (-4.09035, 18.80652, -3.52917)
H (-6.79015, 18.76411, -3.71970)
C (-3.17276, 20.35655, -7.95157)
C (-1.90981, 19.99768, -8.67819)
O (-1.11903, 21.01872, -8.27014)
C (-1.81827, 22.02088, -7.67007)
O (-1.28136, 23.09477, -7.37900)
O (-3.11508, 21.72014, -7.50257)
F (-2.05011, 20.02235, -9.98933)
H (-3.22649, 19.68728, -7.09291)
H (-4.04602, 20.09545, -8.54937)
H (-1.47925, 19.00852, -8.52240)
C (-3.29290, 13.12369, -3.16889)
C (-4.59818, 13.12085, -2.43324)
O (-4.21621, 13.56735, -1.01284)
C (-2.93936, 14.05116, -1.12151)
O (-2.27317, 14.67514, -0.23153)
O (-2.40366, 13.80720, -2.31940)
F (-5.10104, 11.96055, -2.22138)
H (-3.36826, 13.58757, -4.15237)
H (-2.87782, 12.12342, -3.29241)
H (-5.25665, 13.70094, -3.07976)
C (-1.66235, 18.83963, -0.76443)
C (-1.10228, 17.37608, -0.65639)
O (0.31419, 17.48193, -0.66127)
C (0.60448, 18.79645, -0.85495)
O (1.72509, 19.30205, -0.95003)
O (-0.48954, 19.48131, -1.19291)
F (-1.38533, 16.86928, -1.85225)
H (-1.91069, 19.28045, 0.20102)
H (-2.48157, 19.06411, -1.44750)
H (-1.55388, 16.84533, 0.18174)
C (-2.44891, 16.46188, -6.10047)
C (-1.23270, 15.43792, -6.05669)
O (-0.23982, 16.22465, -5.35433)
C (-0.82403, 17.26131, -4.82720)
O (-0.22163, 18.10671, -4.14027)
O (-2.10443, 17.38242, -5.14257)
F (-0.95229, 15.20339, -7.32732)
H (-3.30710, 15.86568, -5.79038)
H (-2.49220, 16.82103, -7.12869)
H (-1.45939, 14.48564, -5.57726)
C (0.84439, 14.53620, -2.83247)
C (1.22497, 13.66211, -1.71960)
O (2.53766, 13.36879, -1.95955)
C (3.00354, 13.99563, -2.99324)
O (4.17641, 13.87300, -3.40131)
O (2.01484, 14.72143, -3.55692)
F (0.31334, 12.60583, -1.75747)
H (0.54235, 15.56915, -2.65953)
H (0.08652, 14.04952, -3.44636)
H (1.15238, 14.12725, -0.73650)
C (-0.53260, 21.30302, -3.95645)
C (-0.35896, 22.71224, -3.49382)
O (-1.56325, 22.90136, -2.80994)
C (-2.26177, 21.72510, -2.69825)
O (-3.19669, 21.54238, -1.92674)
O (-1.82038, 20.86776, -3.58006)
F (-0.47403, 23.55117, -4.52984)
H (0.13498, 20.59388, -3.46702)
H (-0.20972, 21.25229, -4.99630)
H (0.61281, 22.85242, -3.02042)
C (-7.02019, 12.97586, -10.27719)
C (-6.39147, 13.76593, -9.15620)
O (-6.04323, 12.84055, -8.11028)
P (-6.08734, 13.21679, -6.58687)
O (-5.08076, 14.13468, -6.08709)
O (-6.06890, 11.77491, -5.79664)
C (-6.97611, 10.73835, -6.15885)
C (-8.48052, 11.05510, -5.70721)
O (-7.55613, 13.81358, -6.36280)
C (-7.90799, 14.94645, -5.47684)
C (-9.38728, 15.25494, -5.61659)
H (-7.47205, 13.69470, -10.96069)
H (-6.16571, 12.41814, -10.66049)
H (-7.77800, 12.33333, -9.82887)
H (-5.40149, 14.14229, -9.41389)
H (-6.97633, 14.58889, -8.74537)
H (-7.12487, 10.65287, -7.23526)
H (-6.47824, 9.91399, -5.64830)
H (-8.64483, 11.94752, -5.10331)
H (-9.01199, 11.16033, -6.65302)
H (-8.90340, 10.19116, -5.19450)
H (-7.71759, 14.69694, -4.43301)
H (-7.24843, 15.72949, -5.85091)
H (-10.03363, 14.60329, -5.02864)
H (-9.48449, 16.28718, -5.28026)
H (-9.78592, 15.24664, -6.63104)
C (5.59354, 19.14215, -9.74993)
C (5.64155, 19.80146, -8.31463)
O (4.67282, 20.74404, -8.14808)
P (3.33833, 20.51652, -7.37249)
O (2.19069, 21.37938, -7.72938)
O (2.91306, 18.95243, -7.61470)
C (1.74843, 18.66205, -8.44192)
C (1.88227, 17.28336, -9.01439)
O (3.81985, 20.61456, -5.81700)
C (4.33475, 21.90202, -5.24562)
C (3.61512, 22.29019, -3.97522)
H (4.57439, 18.85627, -10.01014)
H (5.80354, 19.91768, -10.48652)
H (6.24417, 18.27179, -9.83519)
H (5.61225, 18.99292, -7.58422)
H (6.59953, 20.29749, -8.15868)
H (0.82993, 18.76261, -7.86370)
H (1.66370, 19.36461, -9.27097)
H (1.12300, 16.70572, -8.48718)
H (1.53654, 17.19433, -10.04427)
H (2.76260, 16.70327, -8.73761)
H (5.41885, 21.81261, -5.17598)
H (4.21067, 22.76955, -5.89378)
H (3.74600, 21.54453, -3.19102)
H (3.79617, 23.28607, -3.57081)
H (2.57652, 22.15069, -4.27514)
C (0.09227, 11.09278, -7.94160)
C (-0.22131, 9.59200, -7.80468)
O (-1.23370, 9.19998, -6.81956)
P (-1.62238, 9.94525, -5.49937)
O (-1.57633, 11.49109, -5.52988)
O (-3.12328, 9.36599, -5.22649)
C (-3.43523, 9.26889, -3.86925)
C (-3.07400, 7.76053, -3.48742)
O (-0.65985, 9.22872, -4.43361)
C (0.03276, 9.92798, -3.53225)
C (1.48992, 9.60333, -3.60162)
H (-0.74984, 11.77024, -7.80012)
H (0.84351, 11.35517, -7.19669)
H (0.56198, 11.29983, -8.90317)
H (-0.42005, 9.09497, -8.75419)
H (0.66930, 9.04297, -7.49893)
H (-2.84821, 9.95760, -3.26164)
H (-4.50787, 9.37269, -3.70566)
H (-2.68566, 7.69398, -2.47112)
H (-3.77372, 6.93053, -3.58540)
H (-2.18190, 7.42004, -4.01308)
H (-0.08877, 10.99781, -3.70197)
H (-0.25731, 9.75925, -2.49519)
H (2.16548, 10.10235, -2.90685)
H (1.55603, 8.52685, -3.44375)
H (1.95796, 9.74368, -4.57596)

Atoms 1-6, force components in eV/Å:
C -1.03 -1.24 -0.33
C 0.83 -2.18 -1.50
O 0.54 -0.18 0.87
C -2.23 0.91 2.11
O 0.48 -0.29 -1.75
O 2.31 0.78 0.40


Record 2
The following is a DFT calculation (ωB97M-V/def2-TZVPD) of 6 unconnected molecules or ions with the total composition C42H70BrN7O9 at a distorted geometry.

## Properties
SMILES string: O=COCCN1C(=O)c2cc(Br)c(CCCCCCCCCCCCn3cccc3)cc2C1=O.CNC(C)=O.CNC(C)=O.CNC(C)=O.CNC(C)=O.CNC(C)=O
E_HOMO, eV: -7.84

Geometry (Å):
O (-4.31682, 0.34556, -1.71169)
C (-4.31102, -0.55237, -0.90768)
O (-5.45819, -1.32051, -0.82103)
C (-5.84861, -1.59353, 0.55323)
C (-5.05037, -2.77214, 1.22709)
N (-5.63408, -4.10452, 0.96592)
C (-4.78372, -5.24650, 1.30164)
O (-4.89125, -5.99266, 2.22890)
C (-3.78144, -5.22218, 0.09877)
C (-2.40580, -5.65693, -0.04318)
C (-1.78577, -5.40929, -1.36183)
Br (0.08053, -5.97719, -1.61737)
C (-2.51332, -4.75525, -2.47809)
C (-1.77665, -4.47441, -3.84194)
C (-0.94901, -3.12180, -3.58651)
C (-0.78782, -2.22981, -4.86863)
C (0.05487, -0.94477, -4.45599)
C (-0.58886, -0.12095, -3.27902)
C (-0.31951, 1.42523, -3.33204)
C (-1.40173, 2.22464, -2.48482)
C (-1.30110, 1.90917, -0.92917)
C (-0.94991, 3.20228, -0.07079)
C (-0.09883, 2.85748, 1.21501)
C (1.46035, 2.84949, 0.90179)
C (1.93174, 1.54531, 0.15016)
N (1.67334, 0.30714, 0.90518)
C (1.47686, -0.91107, 0.24231)
C (1.25305, -1.91119, 1.27539)
C (1.28685, -1.24017, 2.61044)
C (1.56951, 0.15078, 2.28762)
C (-3.93438, -4.35599, -2.32685)
C (-4.52884, -4.60172, -1.02983)
C (-5.95839, -4.34003, -0.44881)
O (-7.04379, -4.35990, -0.93604)
H (-3.36486, -0.73624, -0.33065)
H (-5.67605, -0.63958, 1.12880)
H (-6.93682, -1.88313, 0.55538)
H (-3.97311, -2.66693, 0.91145)
H (-5.06604, -2.56392, 2.34112)
H (-1.87540, -6.13298, 0.80820)
H (-2.56800, -4.28625, -4.61209)
H (-1.08382, -5.31424, -4.09233)
H (0.02518, -3.35096, -3.07265)
H (-1.56152, -2.56085, -2.81870)
H (-1.76960, -1.86092, -5.26412)
H (-0.25895, -2.83830, -5.65258)
H (1.04499, -1.32930, -4.07042)
H (0.30254, -0.31178, -5.35370)
H (-1.70506, -0.28320, -3.30775)
H (-0.21393, -0.52497, -2.29815)
H (-0.40021, 1.79578, -4.39212)
H (0.68100, 1.72749, -2.91844)
H (-1.24727, 3.32768, -2.61706)
H (-2.44818, 1.96113, -2.80980)
H (-2.33409, 1.59681, -0.59417)
H (-0.62526, 1.04213, -0.70211)
H (-1.89889, 3.68572, 0.29577)
H (-0.44004, 3.99211, -0.69939)
H (-0.41454, 1.86337, 1.64545)
H (-0.28271, 3.60955, 2.03754)
H (1.66332, 3.71324, 0.21666)
H (2.03484, 3.01781, 1.85424)
H (1.49839, 1.45864, -0.87680)
H (3.04785, 1.63399, 0.02315)
H (1.51231, -1.05132, -0.85669)
H (1.08534, -3.00387, 1.12080)
H (1.15618, -1.69798, 3.61823)
H (1.68375, 1.01618, 2.98292)
H (-4.52285, -3.86074, -3.12800)
C (5.17354, -2.91947, -4.90901)
N (4.16083, -1.90061, -4.70186)
C (4.08918, -0.97136, -3.71287)
C (5.17994, -0.95962, -2.67462)
O (3.15626, -0.17776, -3.68663)
H (5.62439, -2.76198, -5.89206)
H (4.68761, -3.89730, -4.89269)
H (5.95085, -2.89079, -4.14665)
H (3.39561, -1.84559, -5.35766)
H (4.98295, -0.16501, -1.95644)
H (5.20243, -1.91067, -2.14161)
H (6.14527, -0.76909, -3.14560)
C (10.51366, -2.02371, -1.18201)
N (9.18412, -2.54888, -1.42165)
C (8.55820, -2.74287, -2.61081)
C (9.30424, -2.37922, -3.86839)
O (7.42281, -3.20013, -2.63700)
H (11.09191, -2.77600, -0.64216)
H (10.42720, -1.13024, -0.56081)
H (11.02614, -1.77106, -2.10618)
H (8.62337, -2.81464, -0.62555)
H (8.67620, -2.59028, -4.73212)
H (9.54646, -1.31500, -3.86847)
H (10.21593, -2.97326, -3.95058)
C (-2.72720, -5.51321, 5.46403)
N (-3.58374, -4.61017, 4.72389)
C (-4.22405, -3.50271, 5.17330)
C (-4.04985, -3.12844, 6.62210)
O (-4.91880, -2.83946, 4.41117)
H (-1.74393, -5.52672, 4.98912)
H (-3.15745, -6.51556, 5.41677)
H (-2.62032, -5.21585, 6.50375)
H (-3.74738, -4.80073, 3.74713)
H (-4.62009, -2.22514, 6.83021)
H (-4.42146, -3.92813, 7.26503)
H (-2.99805, -2.93059, 6.83599)
C (-3.41779, 8.79473, 0.66453)
N (-2.46709, 7.75070, 0.99049)
C (-2.64240, 6.67877, 1.80412)
C (-3.98008, 6.51339, 2.47411)
O (-1.72600, 5.88190, 1.97442)
H (-3.57095, 8.79935, -0.41645)
H (-2.99575, 9.75482, 0.96709)
H (-4.37214, 8.64832, 1.16255)
H (-1.54723, 7.79493, 0.57768)
H (-3.96472, 5.61527, 3.08855)
H (-4.18645, 7.36992, 3.11797)
H (-4.76618, 6.40643, 1.72446)
C (1.56134, 6.03581, 3.56443)
N (0.55977, 7.05242, 3.80616)
C (0.50726, 7.95886, 4.81521)
C (1.61422, 7.94055, 5.83858)
O (-0.41865, 8.75763, 4.87411)
H (2.00180, 6.20899, 2.58015)
H (1.07147, 5.05974, 3.56571)
H (2.34580, 6.04674, 4.31698)
H (-0.21505, 7.12322, 3.16016)
H (1.43288, 8.71941, 6.57689)
H (1.63809, 6.97700, 6.35066)
H (2.57466, 8.13601, 5.35825)

Atoms 1-6, force components in eV/Å:
O 0.37 -0.64 0.51
C -0.70 0.93 -1.56
O 1.05 0.03 1.08
C 0.04 -0.68 0.76
C 0.26 1.58 0.82
N -1.79 -0.52 0.65